This record from OMol25 describes C24H26BrN6O4S3Ti as an isolated structure at a distorted geometry. The level of theory is ωB97M-V/def2-TZVPD.

```
! RIJCOSX wB97M-V def2-TZVPD def2/J DEFGRID3
* xyz 0 2
Ti 0.59 0.21 0.60
O 3.36 2.25 -3.75
C 4.01 2.71 -2.64
C 5.12 3.53 -2.85
C 5.83 4.02 -1.77
C 5.44 3.70 -0.47
C 4.35 2.88 -0.27
C 3.62 2.38 -1.35
C 2.45 1.45 -1.13
O 2.17 1.19 0.19
N 1.26 2.09 -1.76
N 0.10 1.75 -1.10
C -0.95 2.39 -1.43
C -2.25 2.17 -0.83
Br -2.26 0.94 0.61
C -3.39 2.77 -1.18
C -3.55 3.69 -2.33
C -4.26 4.87 -2.16
C -4.43 5.75 -3.21
C -3.90 5.45 -4.46
C -3.22 4.26 -4.65
C -3.05 3.38 -3.59
H 2.53 1.83 -3.49
H 5.40 3.77 -3.87
H 6.68 4.66 -1.94
H 6.00 4.08 0.37
H 4.03 2.59 0.72
H 2.62 0.51 -1.67
H 1.37 3.10 -1.78
H -0.90 3.16 -2.20
H -4.27 2.59 -0.58
H -4.67 5.11 -1.18
H -4.97 6.68 -3.06
H -4.04 6.14 -5.29
H -2.83 4.01 -5.63
H -2.54 2.44 -3.75
S 2.24 -1.68 1.27
C 1.37 -2.48 0.03
S 0.60 -1.46 -1.18
C 1.18 -3.85 0.01
C 0.33 -4.48 -0.94
N -0.37 -5.04 -1.67
C 1.66 -4.67 1.08
N 2.00 -5.33 1.96
C 2.48 0.89 4.09
S 0.86 0.20 3.77
C -0.04 0.96 5.11
O 0.36 0.98 2.56
H 2.40 1.98 4.15
H 3.10 0.60 3.25
H 2.87 0.47 5.01
H 0.34 0.57 6.05
H -1.08 0.68 4.98
H 0.07 2.04 5.05
C -0.33 -3.39 3.55
N -1.24 -3.45 2.42
C -1.37 -2.42 1.56
N -2.21 -2.59 0.50
O -0.82 -1.32 1.79
H -0.17 -4.41 3.90
H 0.63 -2.98 3.24
H -0.74 -2.79 4.36
H -1.65 -4.33 2.17
H -2.36 -3.53 0.18
H -2.01 -1.96 -0.26
*
```

relative energy (zero: lowest compared OMol25 entry of this formula, charge and spin)	0.389	eV
energy	-168106.119	eV
HOMO energy (spin up / spin down)	-7.533 / -7.562	eV
E_LUMO (spin up / spin down)	-0.7 / -0.8	eV
HOMO-LUMO gap (spin up / spin down)	6.8 / 6.8	eV